C5H12O | ωB97M-V with the def2-TZVPD basis set

Each atom is followed by the atoms it is bonded to, with distances in Å.
Cartesian coordinates (Å):
1 C 0.5114 2.8817 -0.4041  C2 1.323, H4 1.076, H5 1.068
2 C 1.6228 3.5976 -0.4535  C1 1.323, O3 1.358, H6 1.086
3 O 2.8579 3.1058 -0.7317  C2 1.358, H7 0.959
4 H -0.4804 3.2931 -0.3285  C1 1.076
5 H 0.5886 1.8389 -0.6196  C1 1.068
6 H 1.5602 4.6800 -0.3840  C2 1.086
7 H 2.7822 2.4374 -1.4152  O3 0.959
8 C -0.0238 -0.9985 0.6139  C9 1.521, H11 1.090, H12 1.089, H13 1.085
9 C -0.5044 -2.4386 0.5237  C8 1.521, C10 1.511, H14 1.080, H15 1.097
10 C -1.9432 -2.5886 0.0877  C9 1.511, H16 1.094, H17 1.078, H18 1.095
11 H 0.9872 -0.9517 0.2103  C8 1.090
12 H -0.6077 -0.2862 0.0319  C8 1.089
13 H -0.0107 -0.7089 1.6593  C8 1.085
14 H 0.0809 -3.0878 -0.1104  C9 1.080
15 H -0.3106 -2.9347 1.4825  C9 1.097
16 H -2.3992 -3.5823 0.0494  C10 1.094
17 H -2.0481 -2.2142 -0.9182  C10 1.078
18 H -2.6633 -2.0431 0.7067  C10 1.095

Its net charge is 0. The value obtained for the largest force on an atom is 1.3 eV/A. The SMILES is C=CO.CCC. Its energy is -7425.76678 eV. For the energy above the lowest of the compared OMol25 structures with the same formula, charge and spin, the calculation gives 35.62 kcal per mole. The spin multiplicity is 1.